Entry from the Open Molecules 2025 dataset: F3NO2S in the gas phase (wB97M-V/def2-TZVPD).

Output
Structure (SMILES): O=S(=O)(F)N(F)F
Spin multiplicity: 1
LUMO level: 0.313 eV
Relative energy (zero: lowest compared OMol25 entry of this formula, charge and spin): 8.7 kJ/mol
Total charge: 0
Gap between HOMO and LUMO: 12.48 eV

Positions of all 7 atoms, in Å:
O  0.652  -0.197  1.504
S  0.721  0.065  0.118
O  1.512  1.230  -0.291
F  1.092  -1.242  -0.719
N  -0.925  0.040  -0.591
F  -1.602  -0.995  -0.060
F  -1.451  1.099  0.039